A structure of composition C12H23LuN11O4S, computed with ωB97M-V/def2-TZVPD.

Each line ends with the natural charge from an NBO analysis.
Geometry (Å):
Lu (-0.37318, -0.07402, -0.36362)  1.74
C (2.37041, -0.48065, 1.43289)  -0.09
C (1.78699, -1.88499, 1.64042)  -0.09
O (0.46579, -1.85062, 1.11985)  -0.58
C (-0.31385, -3.00591, 1.42901)  -0.09
C (-1.73103, -2.72824, 0.92250)  -0.10
O (-2.00847, -1.32250, 0.95320)  -0.57
C (-2.32730, -0.81024, 2.24427)  -0.09
C (-2.45542, 0.69830, 2.11136)  -0.09
O (-1.30274, 1.28344, 1.48742)  -0.58
C (-0.31218, 1.87348, 2.34235)  -0.08
C (0.81958, 0.91014, 2.65264)  -0.09
O (1.32385, 0.48831, 1.39214)  -0.55
H (2.85350, -0.40582, 0.45970)  0.23
H (3.08937, -0.23720, 2.21607)  0.21
H (1.74791, -2.15726, 2.69991)  0.19
H (2.38993, -2.63030, 1.11689)  0.22
H (-0.29097, -3.16927, 2.51162)  0.18
H (0.08951, -3.88334, 0.92094)  0.23
H (-2.46575, -3.28539, 1.50554)  0.21
H (-1.79690, -3.01406, -0.12386)  0.26
H (-1.55160, -1.08193, 2.96762)  0.18
H (-3.28356, -1.21748, 2.58287)  0.21
H (-2.63623, 1.15341, 3.08574)  0.21
H (-3.29325, 0.91559, 1.44877)  0.23
H (-0.76850, 2.25508, 3.25616)  0.21
H (0.10979, 2.70088, 1.77105)  0.23
H (0.47916, 0.05455, 3.24634)  0.18
H (1.59413, 1.43794, 3.21589)  0.21
N (1.05809, -0.25110, -3.59773)  -0.59
C (0.69801, -1.47751, -3.05434)  0.47
N (0.90001, -2.66158, -3.58311)  -0.33
N (0.38940, -3.53000, -2.70023)  -0.05
N (-0.10114, -2.91673, -1.68818)  -0.13
N (0.05359, -1.57860, -1.86590)  -0.63
C (0.82888, 0.84270, -2.81135)  0.48
N (0.16658, 1.95703, -3.12947)  -0.30
N (0.02151, 2.60781, -1.98959)  -0.04
N (0.56343, 1.94718, -1.00798)  -0.23
N (1.14826, 0.82831, -1.50218)  -0.52
H (1.03824, -0.16313, -4.60075)  0.44
C (-4.00341, 1.80913, -4.05485)  -0.42
N (-3.51866, 2.65960, -2.97884)  -0.54
C (-2.96432, 2.25010, -1.84888)  0.40
N (-2.67801, 3.18073, -0.92527)  -0.76
S (-2.76697, 0.59014, -1.49955)  -0.28
H (-4.93193, 2.22429, -4.44069)  0.22
H (-4.19533, 0.81300, -3.67054)  0.24
H (-3.27099, 1.74614, -4.85972)  0.22
H (-3.56331, 3.65420, -3.14115)  0.40
H (-2.52970, 4.13256, -1.22401)  0.40
H (-2.13003, 2.89072, -0.13434)  0.42

Properties
**Net charge**: +1
**F_max**: 3.2 eV/Å
**E**: -3007.91970 a.u.
**Frontier orbital gap**: 9.1 eV
**HOMO level**: -0.414 hartree

---

A structure of composition C3H5BiO4, computed with ωB97M-V/def2-TZVPD.

Each line ends with the natural charge from an NBO analysis.
Geometry (Å):
O (0.11928, 1.11912, -0.17958)  -0.57
C (0.97141, -0.10356, 0.36608)  0.95
C (-1.24038, 0.77800, 0.03874)  -0.11
O (1.86759, 0.14141, 1.26326)  -0.79
O (0.02327, -1.05784, 0.67721)  -0.48
C (-1.22925, -0.74212, 0.08222)  -0.10
H (-1.84672, 1.16885, -0.78685)  0.22
H (-1.58049, 1.19410, 1.00035)  0.20
H (-1.27908, -1.17034, -0.93140)  0.19
H (-2.02039, -1.15838, 0.71462)  0.23
Bi (3.54711, -0.14266, 0.14004)  1.51
O (1.63345, -0.34753, -0.88168)  -0.83
H (1.03420, 0.32093, -1.50300)  0.59

Properties
**Multiplicity**: 2
**Net charge**: +1
**<S²>**: 0.753
**ΔE to the lowest compared entry with this formula, charge and spin**: 8.6 kcal per mole
**F_max**: 5.5 eV/Å
**E**: -632.54447 a.u.
**Frontier orbital gap (spin up / spin down)**: 7.2 / 8.2 eV
**HOMO level (spin up / spin down)**: -0.490 / -0.534 hartree

---

A structure of composition C5H8O, computed with ωB97M-V/def2-TZVPD.

Each line ends with the natural charge from an NBO analysis.
Geometry (Å):
C (-1.13031, -1.03223, -0.71251)  -0.45
C (-1.60595, 0.40651, -0.60319)  -0.44
C (-0.18397, 0.05916, -0.35242)  0.24
C (0.66309, 0.15573, 0.90298)  -0.44
C (1.81065, 0.32263, -0.10506)  -0.05
O (0.88763, 0.44399, -1.20453)  -0.51
H (-1.04635, -1.43940, -1.71614)  0.23
H (-1.41160, -1.74865, 0.05586)  0.21
H (-2.21810, 0.70209, 0.24586)  0.22
H (-1.85357, 0.90432, -1.53665)  0.23
H (0.68585, -0.73493, 1.53541)  0.21
H (0.47126, 1.04446, 1.51067)  0.21
H (2.44069, 1.21151, -0.00050)  0.18
H (2.44448, -0.56679, -0.21122)  0.17

Properties
**Net charge**: 0
**ΔE to the lowest compared entry with this formula, charge and spin**: 49.4 kcal per mole
**F_max**: 0.4 eV/Å
**E**: -270.47917 a.u.
**Frontier orbital gap**: 10.2 eV
**HOMO level**: -0.331 hartree

---

A cluster of 2 separate species, C6H14O in total, computed with ωB97M-V/def2-TZVPD.

Each line ends with the natural charge from an NBO analysis.
Geometry (Å):
C (0.08357, 2.56724, -1.29198)  -0.41
C (0.18814, 1.38441, -0.71375)  -0.16
C (-0.87348, 0.32542, -0.84968)  -0.44
C (-0.28910, -1.02751, -1.27038)  -0.39
C (0.80971, -1.67368, -0.42052)  -0.41
C (0.59613, -1.51684, 1.08327)  -0.62
H (-0.67495, 2.86997, -2.00165)  0.19
H (0.84006, 3.33304, -1.20192)  0.19
H (1.08232, 1.03689, -0.20489)  0.20
H (-1.56903, 0.64521, -1.62632)  0.20
H (-1.46409, 0.24865, 0.06229)  0.22
H (0.15598, -0.78852, -2.24749)  0.20
H (-1.07453, -1.73909, -1.50119)  0.20
H (0.70083, -2.73101, -0.61331)  0.20
H (1.82941, -1.43797, -0.71478)  0.20
H (1.16246, -2.30734, 1.57995)  0.20
H (0.86670, -0.58549, 1.56128)  0.22
H (-0.44022, -1.72894, 1.34613)  0.20
O (-0.51262, 0.94008, 2.63260)  -0.93
H (-0.31402, 0.53290, 3.48751)  0.47
H (-1.10328, 1.65257, 2.90482)  0.47

Properties
**SMILES string**: C=CCCCC.O
**Net charge**: 0
**ΔE to the lowest compared entry with this formula, charge and spin**: 31.0 kcal per mole
**F_max**: 1.7 eV/Å
**E**: -312.20565 a.u.
**Frontier orbital gap**: 10.0 eV
**HOMO level**: -0.343 hartree

---

A structure of composition C5H6O, computed with ωB97M-V/def2-TZVPD.

Each line ends with the natural charge from an NBO analysis.
Geometry (Å):
C (-1.08383, 0.52691, 0.32195)  -0.40
C (-0.43864, -0.85095, 0.28087)  -0.25
C (0.56887, -0.74893, -0.86529)  0.07
O (0.44519, 0.54216, -1.45035)  -0.50
C (0.31129, 1.03415, -0.09433)  0.09
C (0.94711, -0.26848, 0.48512)  -0.29
H (-1.36144, 0.83332, 1.33467)  0.21
H (-1.88630, 0.74078, -0.39030)  0.21
H (-0.82850, -1.79786, 0.63806)  0.23
H (0.92255, -1.57837, -1.46810)  0.21
H (0.64444, 2.06245, 0.04323)  0.20
H (1.75927, -0.49519, 1.16447)  0.23

Properties
**Net charge**: 0
**ΔE to the lowest compared entry with this formula, charge and spin**: 67.2 kcal per mole
**F_max**: 0.5 eV/Å
**E**: -269.23921 a.u.
**Frontier orbital gap**: 10.4 eV
**HOMO level**: -0.339 hartree

---

A cluster of 2 separate species, C7H13N4 in total, computed with ωB97M-V/def2-TZVPD.

Each line ends with the natural charge from an NBO analysis.
Geometry (Å):
C (-0.23101, 0.23153, 1.49641)  0.20
C (3.02011, 3.17642, 1.25486)  -0.43
C (2.93102, 2.52464, 0.16716)  0.18
C (-2.34086, -1.42577, 0.40181)  -0.61
C (-0.15264, -2.20664, -0.75580)  -0.64
C (-1.42947, -0.37537, -1.80389)  -0.62
C (-1.13874, -1.02265, -0.49871)  0.12
N (0.80579, 1.03971, 1.75697)  -0.28
N (0.78167, 0.58397, -0.34901)  -0.01
N (-0.26770, -0.09996, 0.21108)  -0.15
N (1.31890, 1.27131, 0.54550)  0.00
H (-0.98416, 0.07479, 2.22235)  0.25
H (3.79309, 4.01101, 1.10375)  0.31
H (2.35517, 3.11671, 2.11702)  0.31
H (3.23065, 2.28767, -0.84808)  0.27
H (-2.91413, -0.71955, 0.82118)  0.22
H (-2.88648, -2.19571, -0.10926)  0.25
H (-1.87459, -1.96673, 1.23822)  0.22
H (0.97427, -1.97216, -0.83043)  0.24
H (-0.13067, -2.99018, 0.06349)  0.24
H (-0.36709, -2.63691, -1.87145)  0.24
H (-1.90578, 0.54854, -1.54473)  0.22
H (-0.48384, -0.29820, -2.35709)  0.24
H (-2.10350, -0.95647, -2.43134)  0.24

Properties
**Net charge**: +1
**ΔE to the lowest compared entry with this formula, charge and spin**: 135.9 kcal per mole
**F_max**: 5.1 eV/Å
**E**: -493.13176 a.u.
**Frontier orbital gap**: 10.5 eV
**HOMO level**: -0.544 hartree

---

A cluster of 2 separate species, C3H9NS in total, computed with ωB97M-V/def2-TZVPD.

Each line ends with the natural charge from an NBO analysis.
Geometry (Å):
C (1.15601, 0.63322, -1.40371)  -0.08
N (0.48013, -0.40732, -0.97276)  -0.38
C (0.17732, -0.43027, 0.52689)  -0.25
C (1.06204, -1.50048, 1.15888)  -0.61
H (1.27907, 1.55217, -0.92692)  0.15
H (1.59067, 0.45292, -2.39640)  0.18
H (0.44206, 0.53024, 0.95761)  0.17
H (-0.85671, -0.67527, 0.72239)  0.19
H (0.85694, -1.54201, 2.22622)  0.21
H (0.85391, -2.51591, 0.76198)  0.21
H (2.12431, -1.31972, 0.88281)  0.21
S (-2.95193, 2.32531, -0.69509)  -0.28
H (-2.44399, 1.56225, 0.25822)  0.14
H (-3.76983, 1.33487, -1.10013)  0.15

Properties
**SMILES string**: C=NCC.S
**Net charge**: 0
**ΔE to the lowest compared entry with this formula, charge and spin**: 33.1 kcal per mole
**F_max**: 5.1 eV/Å
**E**: -572.58727 a.u.
**Frontier orbital gap**: 10.6 eV
**HOMO level**: -0.357 hartree

---

The molecule C17H19ClN6S, computed with ωB97M-V/def2-TZVPD.

Each line ends with the natural charge from an NBO analysis.
Geometry (Å):
C (-3.68006, -3.21638, 0.78790)  -0.73
S (-1.89561, -3.25591, 1.28916)  0.22
C (-1.59499, -1.51615, 1.26278)  -0.30
C (-1.47927, -0.76730, 0.13319)  0.19
N (-1.01856, 0.51668, 0.48470)  -0.36
C (-0.88937, 0.56683, 1.87330)  0.14
C (-0.36379, 1.56070, 2.74061)  -0.25
C (-0.29019, 1.34965, 4.11592)  -0.03
Cl (0.36198, 2.60610, 5.17097)  -0.01
C (-0.76132, 0.14645, 4.62580)  -0.26
C (-1.23186, -0.83243, 3.77779)  -0.20
C (-1.26998, -0.64974, 2.40348)  -0.02
C (-0.69832, 1.55391, -0.47663)  -0.22
C (-1.09202, 1.19156, -1.90628)  -0.22
N (-0.85511, -0.26344, -2.20068)  -0.45
C (0.43790, -0.68201, -2.73066)  -0.20
C (1.57357, -0.04773, -1.96417)  -0.26
C (1.95234, -0.58178, -0.73011)  0.13
N (2.95501, -0.04784, -0.02324)  -0.53
C (3.58136, 0.96378, -0.61421)  0.55
N (4.63893, 1.42621, 0.05404)  -0.78
N (3.36939, 1.48764, -1.77064)  -0.56
C (2.36337, 0.94452, -2.44836)  0.43
N (2.11098, 1.57052, -3.62462)  -0.80
C (-1.58848, -1.21357, -1.31662)  -0.25
H (-3.78675, -2.97492, -0.26494)  0.20
H (-4.10510, -4.20158, 0.93926)  0.22
H (-4.29802, -2.47642, 1.39378)  0.22
H (-0.01660, 2.48347, 2.29389)  0.22
H (-0.66600, -0.05043, 5.69040)  0.23
H (-1.55974, -1.80211, 4.20144)  0.23
H (-1.28582, 2.44685, -0.18319)  0.20
H (0.34996, 1.78894, -0.45261)  0.21
H (-2.16685, 1.40002, -2.07229)  0.20
H (-0.55865, 1.84443, -2.55688)  0.22
H (0.48999, -0.39571, -3.78460)  0.18
H (0.50834, -1.75019, -2.69113)  0.21
H (1.48249, -1.48763, -0.33268)  0.20
H (5.31339, 1.86144, -0.56491)  0.39
H (4.99088, 0.74264, 0.73573)  0.40
H (2.90744, 2.12106, -3.91229)  0.40
H (1.61328, 1.06347, -4.33475)  0.38
H (-2.62708, -1.19262, -1.59607)  0.20
H (-1.22111, -2.23093, -1.42163)  0.23

Properties
**SMILES string**: CSc1c2n(c3cc(Cl)ccc13)CCN(Cc1cnc(N)nc1N)C2
**Net charge**: 0
**ΔE to the lowest compared entry with this formula, charge and spin**: 2.2 kcal per mole
**F_max**: 2.7 eV/Å
**E**: -1846.15265 a.u.
**Frontier orbital gap**: 8.4 eV
**HOMO level**: -0.286 hartree

---

A structure of composition C10H19N3W, computed with ωB97M-V/def2-TZVPD.

Each line ends with the natural charge from an NBO analysis.
Geometry (Å):
W (0.91603, 0.37778, 0.23802)  1.78
N (2.36619, -0.35929, -1.13080)  -0.82
C (3.54220, -0.86351, -0.27680)  -0.22
C (3.34507, -0.24583, 1.10301)  -0.51
C (2.21886, -0.88961, 1.98274)  -0.32
N (1.20655, 0.17677, 2.30473)  -0.76
H (2.02627, -1.12028, -1.73572)  0.46
H (2.71388, 0.36634, -1.77053)  0.48
H (4.47453, -0.55231, -0.74913)  0.31
H (3.50415, -1.95377, -0.25452)  0.28
H (3.19863, 0.85803, 1.01527)  0.24
H (4.28108, -0.27032, 1.67474)  0.37
H (2.63567, -1.32844, 2.89885)  0.37
H (1.68524, -1.73776, 1.50532)  0.26
H (1.61284, 0.94533, 2.85353)  0.48
H (0.41511, -0.19893, 2.84855)  0.48
C (-5.02549, -0.18006, -1.37340)  -0.72
C (-3.61972, -0.10904, -1.02175)  0.33
C (-2.59673, -0.67718, -1.84774)  -0.18
C (-1.29176, -0.58864, -1.51111)  0.06
N (-0.87689, 0.06004, -0.33101)  -0.54
C (-1.87865, 0.60989, 0.50384)  0.03
C (-3.18854, 0.53576, 0.18599)  -0.18
H (-5.22115, -0.60270, -2.35512)  0.30
H (-5.50413, 0.80503, -1.25373)  0.34
H (-5.53467, -0.78969, -0.59866)  0.35
H (-2.86753, -1.18648, -2.76681)  0.31
H (-0.51203, -1.01095, -2.13660)  0.25
H (-1.54701, 1.12267, 1.40805)  0.26
H (-3.91793, 0.98054, 0.85577)  0.31
C (1.09046, 2.21175, -0.04186)  -0.44
H (2.04886, 2.71884, 0.16137)  0.32
H (0.30062, 2.89605, -0.38448)  0.33

Properties
**Net charge**: +4
**ΔE to the lowest compared entry with this formula, charge and spin**: 0.0 kcal per mole
**F_max**: 0.5 eV/Å
**E**: -621.92391 a.u.
**Frontier orbital gap**: 6.9 eV
**HOMO level**: -0.912 hartree

---

A cluster of 2 separate species, C3H11NO2S in total, computed with ωB97M-V/def2-TZVPD.

Each line ends with the natural charge from an NBO analysis.
Geometry (Å):
N (1.01490, 0.00609, 0.96734)  -0.85
C (0.36591, 0.15079, -0.36700)  -0.11
C (-0.50069, 1.44442, -0.38794)  -0.09
O (0.21031, 2.63632, 0.13669)  -0.74
C (-0.53752, -0.97309, -0.85308)  -0.51
S (0.47863, -2.45521, -1.29808)  -0.05
H (1.77026, -0.61202, 0.79894)  0.36
H (1.44667, 1.00498, 1.21942)  0.39
H (1.11287, 0.53237, -1.16272)  0.19
H (-1.57028, 1.50501, 0.13556)  0.17
H (-0.92462, 1.58755, -1.33853)  0.20
H (-0.07061, 2.80043, 1.05278)  0.49
H (-1.19213, -0.66325, -1.67307)  0.22
H (-1.28315, -1.31294, -0.15601)  0.22
H (-0.42272, -3.32236, -1.58935)  0.12
O (-1.12583, 1.40410, 2.55997)  -0.98
H (-1.01542, 1.01456, 1.62944)  0.48
H (-1.25530, 0.65027, 3.15623)  0.48

Properties
**SMILES string**: N[C@H](CO)CS.O
**Net charge**: 0
**ΔE to the lowest compared entry with this formula, charge and spin**: 30.8 kcal per mole
**F_max**: 4.0 eV/Å
**E**: -724.26261 a.u.
**Frontier orbital gap**: 10.1 eV
**HOMO level**: -0.344 hartree

---

A cluster of 2 separate species, C4H5I in total, computed with ωB97M-V/def2-TZVPD.

Each line ends with the natural charge from an NBO analysis.
Geometry (Å):
C (0.02080, -0.19262, -0.00907)  0.02
C (1.02135, 0.03268, 0.74925)  0.18
C (-0.04527, 0.91904, 1.12968)  -0.33
C (-0.95086, -0.70018, -0.98460)  -0.67
I (4.28646, -0.40025, -0.38921)  -0.36
H (-0.29641, 1.88925, 0.82169)  0.20
H (-0.52387, 0.69950, 2.11308)  0.18
H (-0.92383, -1.73653, -1.05935)  0.26
H (-0.65022, -0.08816, -1.83901)  0.26
H (-1.93815, -0.42273, -0.53246)  0.24

Properties
**Net charge**: 0
**ΔE to the lowest compared entry with this formula, charge and spin**: 110.1 kcal per mole
**F_max**: 3.4 eV/Å
**E**: -452.87271 a.u.
**Frontier orbital gap (spin up / spin down)**: 5.3 / 5.2 eV
**HOMO level (spin up / spin down)**: -0.306 / -0.306 hartree

---

A cluster of 5 separate species, C2H11O6 in total, computed with ωB97M-V/def2-TZVPD.

Each line ends with the natural charge from an NBO analysis.
Geometry (Å):
O (0.07851, 0.94616, 0.91737)  -0.80
C (0.46244, 0.30866, -0.08710)  0.77
O (-0.26925, 0.02140, -1.06893)  -0.82
C (1.93919, -0.13952, -0.15438)  -0.75
H (2.42380, 0.27630, -1.04296)  0.21
H (2.52098, 0.29546, 0.65432)  0.21
H (2.01432, -1.22556, -0.28322)  0.21
H (0.94167, 2.08398, 2.44716)  0.50
H (0.58991, 1.50381, 3.78261)  0.46
O (0.90716, 2.34269, 3.37841)  -0.97
H (0.12438, -2.92951, -1.88844)  0.46
H (0.63301, -1.63406, -2.01261)  0.50
O (0.64889, -2.45421, -2.53515)  -0.97
H (-1.90161, 2.28105, -0.50512)  0.48
H (-2.30326, 1.44308, -1.57253)  0.48
O (-2.74069, 2.04843, -0.95697)  -0.96
H (-1.55832, -1.24385, 0.76380)  0.50
H (-2.35372, -1.94161, -0.37890)  0.47
O (-2.15743, -1.98270, 0.54265)  -0.97

Properties
**Net charge**: -1
**ΔE to the lowest compared entry with this formula, charge and spin**: 9.2 kcal per mole
**F_max**: 1.6 eV/Å
**E**: -534.34383 a.u.
**Frontier orbital gap**: 9.3 eV
**HOMO level**: -0.205 hartree